ORCA calculation (ωB97M-V/def2-TZVPD) on a molecular structure, C20H18FeNO3S at a distorted geometry.

Geometry as ORCA input:
```
! RIJCOSX wB97M-V def2-TZVPD def2/J DEFGRID3
* xyz 1 5
C -3.14 2.97 1.15
S -2.41 1.96 -0.19
C -2.83 2.92 -1.69
C -0.75 2.20 0.00
C 0.05 1.55 0.94
C 1.42 1.96 1.06
C 2.26 1.33 1.96
C 1.79 0.29 2.78
C 2.67 -0.34 3.73
N 3.37 -0.86 4.51
C 0.45 -0.12 2.67
C -0.42 0.47 1.77
H -2.92 2.46 2.10
H -2.75 4.00 1.17
H -4.22 2.96 0.96
H -2.44 2.36 -2.54
H -3.93 2.94 -1.72
H -2.43 3.94 -1.67
H -0.31 2.93 -0.68
H 1.77 2.79 0.44
H 3.31 1.64 2.04
H 0.09 -0.92 3.34
H -1.45 0.11 1.68
O 4.31 -1.87 -5.19
C 3.40 -1.45 -4.57
Fe 2.02 -0.61 -3.88
C 2.74 0.84 -4.58
O 3.24 1.70 -5.19
C 1.16 -0.85 -5.42
O 0.49 -1.00 -6.38
C 0.61 0.57 -2.61
C -0.28 -0.51 -2.45
C 0.11 -1.81 -2.50
C 1.45 -2.24 -2.65
C 2.57 -1.66 -1.99
C 2.64 -0.38 -1.48
C 1.92 0.65 -2.10
H 0.17 1.53 -2.93
H -1.35 -0.29 -2.40
H -0.67 -2.57 -2.51
H 1.60 -3.26 -3.04
H 3.42 -2.32 -1.81
H 3.46 -0.11 -0.77
H 2.31 1.66 -1.98
*
```

Properties
Energy above the lowest of the compared OMol25 structures with the same formula, charge and spin in eV: 0.846
Expectation value of S²: 6.19